1.
Molecular formula: C39H86AsF6N11O3
Method: DFT, ωB97M-V with the def2-TZVPD basis set

```
146
Properties=species:S:1:pos:R:3
As 6.23119 -10.03253 17.45528
F 4.53894 -9.87806 16.92273
F 6.31658 -11.57837 16.49974
F 7.90328 -10.22817 18.05051
F 6.03918 -8.55672 18.46174
F 5.63711 -10.96549 18.88907
F 6.73080 -8.96625 16.13316
C 8.44585 -13.80079 18.06685
C 8.18397 -15.16358 18.81056
N 7.19606 -15.82707 18.13931
C 5.91427 -15.44827 18.09113
C 5.27044 -16.04900 16.97743
N 6.24139 -16.82871 16.36773
C 7.46204 -16.64086 17.05105
C 6.11885 -17.62861 15.12240
H 8.87893 -13.82471 17.06687
H 9.23214 -13.28356 18.61669
H 7.58757 -13.13893 17.95112
H 7.76814 -14.91194 19.78619
H 9.15819 -15.63885 18.92507
H 5.53347 -14.69733 18.76750
H 4.29315 -15.93566 16.53194
H 8.40692 -17.10341 16.80683
H 5.21034 -17.38340 14.57233
H 6.15474 -18.69442 15.34790
H 7.05691 -17.58139 14.56929
C 1.75833 -3.14534 17.54514
C 2.09882 -2.69430 18.99771
N 3.35611 -3.34867 19.48669
C 4.41128 -2.76187 20.18604
C 5.30243 -3.73956 20.61247
N 4.70406 -4.93927 20.25993
C 3.56172 -4.66984 19.53630
C 5.32329 -6.24133 20.58024
H 2.68011 -2.98899 16.98480
H 0.92408 -2.65494 17.04351
H 1.51220 -4.20716 17.53837
H 1.33071 -2.79621 19.76434
H 2.41381 -1.65673 18.88660
H 4.53227 -1.69378 20.29073
H 6.27290 -3.67797 21.08235
H 2.84588 -5.41080 19.21233
H 6.36521 -6.13887 20.27691
H 4.75200 -7.03621 20.10076
H 5.23588 -6.40707 21.65401
C 12.25690 -10.87722 23.57582
C 11.03083 -11.53850 24.07473
N 9.88266 -11.46315 23.20937
C 9.40821 -12.48194 22.45859
C 8.29682 -12.12941 21.62253
N 8.15790 -10.81743 21.92457
C 9.15318 -10.35043 22.79427
C 7.10008 -9.87493 21.39774
H 13.17980 -11.09358 24.11392
H 12.11110 -9.80384 23.45458
H 12.40891 -11.25888 22.56620
H 10.78022 -11.15216 25.06267
H 11.39806 -12.55152 24.23918
H 9.87060 -13.45769 22.43653
H 7.67425 -12.73191 20.97770
H 9.49933 -9.35000 23.00809
H 6.95602 -9.25410 22.28200
H 6.25511 -10.43480 20.99688
H 7.58921 -9.34819 20.57836
C 8.81070 -10.85574 12.39150
C 8.46381 -9.88725 13.53224
N 8.59892 -8.51500 13.06111
C 9.83976 -7.96073 12.80795
C 9.68792 -6.66742 12.31972
N 8.31655 -6.40650 12.25606
C 7.68904 -7.53892 12.75394
C 7.76909 -5.12646 11.93290
H 7.91292 -10.98932 11.78797
H 9.01708 -11.86172 12.75690
H 9.62696 -10.53599 11.74376
H 9.13880 -10.01347 14.37873
H 7.44848 -9.95492 13.92291
H 10.67670 -8.57180 13.11211
H 10.40263 -5.89357 12.08155
H 6.61330 -7.60486 12.82352
H 7.59715 -5.12731 10.85654
H 8.41820 -4.26907 12.11080
H 6.84423 -5.06515 12.50647
C 1.45018 -13.26161 20.24456
N 1.80751 -11.74982 19.95655
C 2.95275 -11.22578 20.82275
C 2.24909 -11.59215 18.47023
C 0.52462 -10.89623 20.17507
C 0.05924 -10.91644 21.64351
O 0.82958 -10.12538 22.45680
H 2.26541 -13.97520 20.12501
H 0.54865 -13.48925 19.67578
H 1.21556 -13.20099 21.30728
H 3.95988 -11.60108 20.64128
H 2.79941 -11.52561 21.85943
H 3.09981 -10.15209 20.70592
H 2.11302 -10.56021 18.14670
H 1.62571 -12.07099 17.71511
H 3.26001 -11.95100 18.27693
H -0.31719 -11.28415 19.60152
H 0.68731 -9.89684 19.77153
H -0.19207 -11.82879 22.18440
H -0.93982 -10.49017 21.55258
H 0.65872 -9.19345 22.30220
C 10.91923 -7.09941 15.93730
N 10.61345 -7.79100 17.22569
C 9.15735 -7.47279 17.57694
C 10.80248 -9.31448 17.05275
C 11.57690 -7.12829 18.26174
C 11.77589 -7.85305 19.63828
O 10.70473 -8.36239 20.22103
H 11.91169 -7.46854 15.67872
H 10.81594 -6.04007 16.17233
H 10.17265 -7.50831 15.25647
H 9.06773 -8.06177 18.48972
H 8.44558 -7.62472 16.76552
H 9.21363 -6.43664 17.91060
H 11.83443 -9.53041 16.77604
H 10.22846 -9.72112 16.22013
H 10.37851 -9.80879 17.92682
H 11.13052 -6.15916 18.48448
H 12.55570 -7.09291 17.78339
H 11.97145 -6.99116 20.27624
H 12.65768 -8.48593 19.73831
H 10.16637 -7.65593 20.58530
C 2.84015 -9.78479 14.35625
N 2.59601 -11.13573 13.60541
C 3.67552 -12.04329 14.22299
C 1.19225 -11.78901 13.77000
C 3.04742 -11.05543 12.08524
C 2.18085 -10.35929 11.14333
O 1.78323 -9.03683 11.52643
H 2.08188 -9.10492 13.96777
H 3.88852 -9.51578 14.22720
H 2.47650 -9.99621 15.36182
H 3.67407 -12.97324 13.65439
H 3.49920 -12.22466 15.28323
H 4.68920 -11.65232 14.13533
H 0.53369 -11.10717 13.23197
H 0.89938 -11.95752 14.80631
H 1.24916 -12.78669 13.33468
H 3.21248 -12.06919 11.72033
H 4.03744 -10.59957 12.07261
H 1.26105 -10.91241 10.95329
H 2.57646 -10.29722 10.12955
H 2.53256 -8.44868 11.64549
```

Results
expectation value of S²: 0.768
E_tot: -141432.3062 eV
HOMO-LUMO gap (spin up / spin down): 6.013 / 2.353 eV
energy relative to the best compared isomer or geometry (same formula, charge and spin): 61.3 kcal/mol
charge: +7
LUMO level (spin up / spin down): -16.70 / -20.36 eV
2S+1: 2
HOMO level (spin up / spin down): -22.7 / -22.7 eV



2.
Molecular formula: C39H86BN6O7
Method: DFT, ωB97M-V with the def2-TZVPD basis set

```
139
Properties=species:S:1:pos:R:3
C 5.77855 0.53985 -1.94730
C 4.60548 0.31333 -2.50364
C 3.34346 0.17687 -1.73704
B 2.39676 1.54190 -1.69553
C 1.08298 1.29363 -0.66416
C 0.70015 -0.18280 -0.42000
C 3.28271 2.77400 -1.03000
C 2.71311 4.20475 -1.19631
C 1.59111 4.61069 -0.19920
C 0.26201 4.91522 -0.92335
C -0.97539 4.34133 -0.24203
C -2.19864 4.60701 -1.17038
C -2.51397 3.37856 -2.02713
C -3.33953 2.36460 -1.22090
C -4.07363 1.34499 -2.07698
C -4.65271 0.24548 -1.16971
O -3.65627 -0.47680 -0.47078
C -2.79704 -1.20550 -1.35042
C 1.72872 1.95996 -3.15990
C 2.74086 2.56362 -4.16945
C 0.86262 0.86794 -3.80382
C 1.62896 -0.22988 -4.58684
C 1.21337 -0.23141 -6.05800
H 6.03798 0.12569 -0.98024
H 6.52176 1.17070 -2.42056
H 4.61818 0.26017 -3.58753
H 2.81923 -0.70975 -2.11736
H 3.62368 -0.04415 -0.69926
H 0.21237 1.81393 -1.07455
H 1.35233 1.69117 0.31410
H 1.43680 -0.61347 0.25768
H -0.28778 -0.32926 0.02606
H 0.74799 -0.79823 -1.31901
H 4.30550 2.81658 -1.41695
H 3.40745 2.62127 0.04916
H 3.54239 4.89731 -1.01351
H 2.36699 4.42714 -2.20438
H 1.45378 3.91115 0.62012
H 1.88928 5.55617 0.25869
H 0.11913 5.99717 -0.95177
H 0.27610 4.58391 -1.96140
H -0.92687 3.26486 -0.11665
H -1.18032 4.84679 0.70061
H -3.07055 4.97963 -0.63343
H -1.89580 5.39148 -1.86806
H -3.13081 3.70384 -2.87168
H -1.60557 2.94958 -2.45032
H -4.09615 2.93964 -0.68671
H -2.68391 1.89391 -0.49345
H -4.92974 1.81734 -2.56340
H -3.45940 0.92449 -2.87223
H -5.18742 0.78545 -0.39068
H -5.31252 -0.42868 -1.72551
H -1.80944 -0.75062 -1.42013
H -3.24396 -1.27675 -2.34268
H -2.67130 -2.20040 -0.92965
H 1.04052 2.77685 -2.92172
H 2.43740 3.58476 -4.41799
H 3.74803 2.64180 -3.76395
H 2.77872 2.03139 -5.12290
H 0.17386 0.40471 -3.09938
H 0.21800 1.36843 -4.54343
H 1.30608 -1.18600 -4.16801
H 2.70139 -0.18132 -4.43557
H 1.78555 -0.94899 -6.64376
H 1.34051 0.76049 -6.48900
H 0.14873 -0.44896 -6.11655
C 8.94399 2.41101 -0.91156
O 7.98763 2.30490 -0.17737
N 9.98341 1.54222 -0.97218
C 11.09763 1.73754 -1.87467
C 9.97504 0.37917 -0.10465
H 9.04967 3.25613 -1.61676
H 11.17488 0.88852 -2.55780
H 12.02774 1.81995 -1.30460
H 10.95786 2.64684 -2.45665
H 9.08784 -0.21965 -0.31650
H 9.93090 0.70090 0.93469
H 10.86817 -0.22056 -0.26334
C -2.31371 -3.46403 2.47235
O -1.62283 -3.14130 1.52402
N -3.65815 -3.41162 2.49852
C -4.42708 -3.82308 3.66056
C -4.35218 -2.92581 1.31651
H -1.87798 -3.84444 3.41390
H -5.09653 -4.63958 3.38398
H -5.01954 -2.97795 4.02025
H -3.77203 -4.15652 4.45094
H -4.10000 -3.56107 0.46455
H -4.03575 -1.90536 1.09172
H -5.42793 -2.94691 1.48262
C -5.66669 -5.34410 6.96290
O -4.95342 -5.02209 6.02867
N -7.00967 -5.27572 6.95877
C -7.81141 -5.67421 8.10216
C -7.67485 -4.78462 5.76425
H -5.25448 -5.72775 7.91205
H -8.48245 -6.48426 7.80758
H -8.40167 -4.82734 8.44905
H -7.17575 -6.01666 8.91503
H -7.42191 -5.41885 4.91330
H -7.33980 -3.76996 5.54543
H -8.75189 -4.78788 5.91379
C -0.21970 1.02304 -10.47976
O 0.84363 0.96859 -9.89751
N -1.42826 0.82469 -9.91216
C -2.65514 0.90540 -10.67538
C -1.50127 0.52030 -8.48964
H -0.28520 1.24673 -11.56129
H -3.29756 1.68746 -10.26366
H -3.18431 -0.04959 -10.62952
H -2.43863 1.13877 -11.71637
H -1.05675 1.33348 -7.91559
H -0.94326 -0.39164 -8.27832
H -2.54004 0.38976 -8.19511
C 13.06180 3.45994 2.78894
O 13.48892 2.36416 2.47301
N 11.82314 3.91214 2.52299
C 11.37980 5.23129 2.92729
C 10.89964 3.04638 1.80518
H 13.68068 4.19378 3.33643
H 10.51782 5.14435 3.59162
H 11.09285 5.81094 2.04755
H 12.17804 5.75474 3.45048
H 10.75293 2.12919 2.37463
H 11.32437 2.78937 0.83615
H 9.94363 3.54452 1.66401
C -10.00482 -6.89628 10.08779
O -9.54615 -5.85651 10.52096
N -11.30904 -7.23040 10.09124
C -11.78441 -8.49100 9.55593
C -12.26685 -6.29161 10.65183
H -9.36213 -7.67646 9.64287
H -12.48725 -8.30565 8.74109
H -12.28980 -9.05878 10.33982
H -10.95124 -9.07885 9.17623
H -12.21994 -5.34766 10.10787
H -12.02349 -6.09643 11.69668
H -13.27094 -6.70255 10.58211
```

Results
E_tot: -65786.2438 eV
HOMO-LUMO gap: 5.264 eV
charge: -1
LUMO level: 1.18 eV
HOMO level: -4.1 eV



3.
Molecular formula: C39H87ClN5O19
Method: DFT, ωB97M-V with the def2-TZVPD basis set

```
151
Properties=species:S:1:pos:R:3
Cl 3.95899 -1.89434 1.59939
O 3.13292 -2.46958 0.59550
O 3.22308 -0.94115 2.29974
O 4.51678 -2.92679 2.42247
O 4.97464 -1.11544 0.92827
C 2.06995 -6.22785 7.92670
C 1.68956 -4.90601 8.51171
O 0.30282 -4.95210 8.69780
C -0.01575 -6.25617 8.68404
O -1.14253 -6.74967 8.85202
O 1.03179 -7.03324 8.39248
H 3.00750 -6.62259 8.31822
H 1.92172 -6.17540 6.84810
H 1.88353 -4.16365 7.73751
H 2.24978 -4.73180 9.43035
C 7.46444 -5.29837 -4.55628
C 6.35565 -6.11557 -5.16123
O 6.93995 -7.22155 -5.80122
C 8.20411 -7.09398 -5.69581
O 9.02129 -7.83534 -6.25810
O 8.59359 -5.98559 -5.01060
H 7.38229 -5.05036 -3.49805
H 7.40279 -4.30028 -4.99000
H 5.81554 -5.53492 -5.90904
H 5.68363 -6.34095 -4.33316
C -6.75658 -8.71000 1.10978
C -5.24767 -9.10579 1.15988
C -5.18606 -10.53538 0.66771
C -3.81993 -11.04833 0.39695
C -3.03485 -10.12728 -0.53297
C -3.01649 -8.65930 -0.11100
N -4.44293 -8.29526 0.23570
O -4.67787 -6.87662 0.19238
C -2.03977 -8.33242 1.05231
C -2.52910 -7.91094 -1.42228
C -4.74169 -9.03508 2.66979
H -6.82647 -7.63551 1.27914
H -7.37552 -9.21158 1.85371
H -7.14417 -8.84138 0.09953
H -5.58322 -11.21548 1.42125
H -5.70012 -10.69952 -0.27934
H -3.83255 -11.99677 -0.14010
H -3.15630 -11.26506 1.23404
H -3.54628 -10.08774 -1.49473
H -2.03097 -10.44584 -0.81379
H -2.32676 -7.41560 1.56727
H -2.06619 -9.02030 1.89742
H -1.01701 -8.22115 0.69222
H -3.34548 -7.95256 -2.14330
H -2.30656 -6.85271 -1.28540
H -1.65722 -8.31899 -1.93356
H -4.47763 -7.99489 2.86056
H -3.91970 -9.71419 2.89615
H -5.57271 -9.20262 3.35494
H -5.22574 -6.78421 -0.59051
C 2.57358 6.33749 -3.77044
O 2.83268 6.68537 -2.43488
C 4.04207 7.47150 -2.18236
C 4.12267 7.90984 -0.72024
N 3.89251 6.92517 0.38231
C 4.82667 5.81457 0.37123
C 6.25644 6.29582 0.77732
O 6.25851 7.10932 1.93326
C 7.52903 7.80701 2.22437
H 1.80989 5.58569 -3.96966
H 3.47043 6.17415 -4.36798
H 2.25345 7.24841 -4.27625
H 4.02100 8.39057 -2.76800
H 4.96956 6.94298 -2.40268
H 3.41403 8.72700 -0.58537
H 5.06324 8.43360 -0.54964
H 4.41657 7.44642 1.07060
H 4.89611 5.26443 -0.56719
H 4.41544 5.10988 1.09400
H 6.52667 6.93194 -0.06554
H 6.92087 5.43496 0.85179
H 7.51445 8.47288 3.08723
H 7.80770 8.38220 1.34143
H 8.36158 7.11733 2.36332
C -0.62561 3.93277 6.55741
O -1.20993 4.98439 5.69480
C -0.46789 6.19117 5.84134
C -1.13861 7.38733 5.14581
N -1.70098 6.86697 3.90195
C -2.21045 7.91055 3.00739
C -3.55047 8.36911 3.47736
O -4.29967 7.27646 4.03648
C -5.63511 7.62951 4.42655
H -0.68531 4.39762 7.54151
H 0.41859 3.76001 6.29679
H -1.14923 2.97962 6.48380
H 0.57309 6.08627 5.53563
H -0.31267 6.41965 6.89576
H -0.32997 8.09958 4.98187
H -1.88070 7.79916 5.82976
H -0.81973 6.65089 3.45834
H -2.36660 7.49418 2.01222
H -1.63599 8.83631 2.97453
H -4.15420 8.71245 2.63728
H -3.50565 9.06884 4.31191
H -6.22917 6.84216 4.89051
H -6.19969 7.92735 3.54302
H -5.70675 8.47098 5.11570
C -5.77724 3.99117 -0.14851
O -4.71076 3.40635 0.54134
C -3.93257 2.74184 -0.54229
C -2.63483 2.39441 0.19076
N -2.82781 1.92651 1.58803
C -3.35678 0.54506 1.49057
C -3.52332 -0.04492 2.93212
O -4.01959 1.05222 3.73173
C -4.66616 0.50254 4.88261
H -6.44822 3.31834 -0.68253
H -5.44430 4.71824 -0.88920
H -6.44217 4.56723 0.49501
H -3.75900 3.46286 -1.34110
H -4.37740 1.84974 -0.98319
H -2.14983 3.36441 0.30027
H -1.91131 1.77721 -0.34187
H -1.88165 1.60512 1.73496
H -2.73688 -0.23401 1.04686
H -4.26809 0.42568 0.90461
H -2.58321 -0.46991 3.28380
H -4.28159 -0.81559 2.79359
H -3.98008 0.27319 5.69796
H -5.07161 -0.49341 4.70437
H -5.38489 1.22525 5.26894
C -1.60971 -0.20313 -7.27227
O -0.30962 0.44930 -7.20149
C 0.73845 -0.34131 -6.67971
C 2.04609 0.19151 -7.06782
N 2.37160 0.09369 -8.42903
C 3.72438 0.46740 -8.78764
C 4.08275 1.97711 -8.55172
O 3.44419 2.77381 -9.58098
C 3.84214 4.15184 -9.81533
H -1.78954 -0.69235 -6.31497
H -1.66775 -0.90912 -8.10073
H -2.29773 0.63974 -7.33769
H 0.60071 -1.38418 -6.96526
H 0.74281 -0.38906 -5.59077
H 2.71023 -0.36486 -6.40642
H 2.20517 1.19721 -6.67878
H 1.70077 0.38175 -9.12697
H 3.79827 0.32423 -9.86567
H 4.44623 -0.25921 -8.41473
H 5.13866 2.13746 -8.76953
H 3.95232 2.31520 -7.52372
H 4.65011 4.18850 -10.54604
H 4.16316 4.65949 -8.90575
H 3.04860 4.84883 -10.08474
```

Results
E_tot: -100710.7625 eV
HOMO-LUMO gap: 7.454 eV
energy relative to the best compared isomer or geometry (same formula, charge and spin): 158.2 kcal/mol
charge: -1
LUMO level: 1.83 eV
HOMO level: -5.6 eV